{"formula": "C42H50O26", "method": "ωB97M-V/def2-TZVPD", "molar_mass_g_mol": 970.8, "smiles": "O=C1C=C(O)C(=O)C=C1O.O=C1C=C(O)C(=O)C=C1O.O=C1C=C(O)C(=O)C=C1O.O=C1C=C(O)C(=O)C=C1O.O=C1C=C(O)C(=O)C=C1O.COCCOC.COCCOC.COCCOC", "de_lowest_kcal_mol": 28.9, "homo_energy_ev": -9.63, "total_charge": 0, "elements": ["C", "O", "C", "C", "O", "C", "H", "H", "H", "H", "H", "H", "H", "H", "H", "H", "C", "O", "C", "C", "O", "C", "H", "H", "H", "H", "H", "H", "H", "H", "H", "H", "C", "O", "C", "C", "O", "C", "H", "H", "H", "H", "H", "H", "H", "H", "H", "H", "C", "C", "C", "O", "C", "C", "C", "O", "O", "O", "H", "H", "H", "H", "C", "C", "C", "O", "C", "C", "C", "O", "O", "O", "H", "H", "H", "H", "C", "C", "C", "O", "C", "C", "C", "O", "O", "O", "H", "H", "H", "H", "C", "C", "C", "O", "C", "C", "C", "O", "O", "O", "H", "H", "H", "H", "C", "C", "C", "O", "C", "C", "C", "O", "O", "O", "H", "H", "H", "H"], "positions_angstrom": [[0.56010, -6.86633, 6.11652], [1.33511, -6.67429, 4.97691], [1.73140, -7.88848, 4.45285], [2.89366, -8.54661, 5.16205], [4.11162, -7.76906, 5.17429], [5.13729, -8.53856, 5.91027], [0.90923, -7.25964, 7.07125], [-0.26017, -7.52871, 5.83995], [0.13788, -5.88702, 6.34184], [2.20170, -7.69854, 3.48806], [0.88812, -8.56743, 4.32635], [3.03012, -9.55884, 4.78142], [2.62816, -8.70520, 6.20726], [5.08102, -9.61091, 5.72317], [4.96573, -8.33776, 6.96779], [6.14839, -8.17159, 5.73383], [4.66296, 8.71781, -5.68381], [3.35464, 8.57809, -5.11236], [3.30310, 8.77040, -3.65455], [2.00506, 8.53257, -2.94955], [2.11400, 7.65561, -1.70180], [2.46598, 6.28206, -1.98940], [5.35317, 7.99380, -5.25080], [5.00869, 9.71773, -5.42164], [4.56520, 8.56052, -6.75796], [3.71684, 9.73706, -3.36735], [4.03974, 8.05672, -3.28559], [1.37344, 8.00387, -3.66344], [1.59622, 9.53268, -2.80563], [2.28149, 5.80952, -1.02464], [3.50797, 6.16688, -2.28787], [1.73497, 5.77785, -2.62147], [-4.05222, -3.13638, -0.09796], [-2.72626, -2.63727, -0.54193], [-1.68638, -3.66781, -0.45112], [-0.30340, -3.07743, -0.70113], [-0.12271, -1.90750, 0.08225], [1.20130, -1.82736, 0.57752], [-4.26535, -2.63252, 0.84480], [-4.17618, -4.21735, -0.03279], [-4.67312, -2.98456, -0.98087], [-1.96121, -4.42774, -1.18261], [-1.68509, -4.17342, 0.51453], [-0.04785, -2.85480, -1.73710], [0.35087, -3.88176, -0.36484], [1.36805, -0.82606, 0.97462], [1.94102, -1.92111, -0.21754], [1.49404, -2.55848, 1.33110], [11.07856, -0.97467, 1.93503], [11.47141, -0.72899, 3.22546], [10.73176, -1.40177, 4.38937], [10.90784, -1.15352, 5.58328], [9.70763, -2.39905, 3.95437], [9.38684, -2.57498, 2.68380], [9.97406, -1.76709, 1.54819], [9.53575, -1.75456, 0.36241], [8.53841, -3.52161, 2.27114], [12.66417, -0.10077, 3.54856], [11.62277, -0.53202, 1.11388], [9.34482, -3.00482, 4.77157], [8.10632, -3.90848, 3.03614], [12.87894, -0.07103, 4.48375], [-7.38560, -0.37666, -7.00377], [-6.34561, 0.43776, -7.22780], [-4.91156, -0.16090, -7.14273], [-3.84592, 0.45754, -7.36154], [-4.90636, -1.59714, -6.95159], [-6.02198, -2.39599, -6.83239], [-7.41594, -1.76663, -6.86660], [-8.49484, -2.34351, -6.76768], [-5.92022, -3.71239, -6.70491], [-6.40458, 1.82725, -7.35170], [-8.35341, 0.08827, -6.88725], [-3.93458, -2.06837, -6.95105], [-5.06120, -4.08271, -6.92067], [-5.52216, 2.18148, -7.48383], [-14.38142, -4.54098, -1.77462], [-14.03068, -5.69489, -1.18979], [-13.02006, -5.78815, -0.17498], [-12.59192, -6.81898, 0.38966], [-12.49899, -4.45495, 0.12129], [-12.87062, -3.29238, -0.36480], [-13.84884, -3.26137, -1.42111], [-14.40934, -2.33248, -1.92865], [-12.51961, -2.05702, 0.13895], [-14.39248, -6.86432, -1.76096], [-15.08108, -4.78648, -2.55987], [-11.63480, -4.48687, 0.76824], [-13.21136, -1.41933, -0.05195], [-13.95805, -7.66504, -1.45810], [-7.12189, 5.28685, 1.52474], [-7.00111, 4.92795, 2.77248], [-6.20281, 3.75749, 3.14001], [-5.98076, 3.42846, 4.28425], [-5.55239, 3.15429, 1.99311], [-5.72794, 3.59592, 0.72589], [-6.70388, 4.55722, 0.34258], [-7.12008, 4.78408, -0.78141], [-4.88716, 3.27378, -0.35258], [-7.41606, 5.69606, 3.83756], [-7.71715, 6.16538, 1.32411], [-4.71396, 2.55728, 2.32024], [-4.51601, 2.39308, -0.26201], [-7.39896, 5.10714, 4.59551], [9.37685, 5.51771, -0.01257], [10.32794, 6.34514, -0.50735], [11.11522, 7.33910, 0.33909], [11.97463, 8.06221, 0.01068], [10.84977, 7.13510, 1.80150], [10.05852, 6.22487, 2.30543], [9.19683, 5.34495, 1.46193], [8.36336, 4.53487, 1.89066], [9.82944, 6.20944, 3.66041], [10.37675, 6.43304, -1.83055], [8.74420, 4.99449, -0.71428], [11.51608, 7.74780, 2.39058], [9.11667, 5.62801, 3.93514], [10.99945, 7.11425, -2.09475]], "forces_ev_per_a": [[-1.9735, 0.8369, 0.1987], [0.6361, 0.1317, 0.6373], [2.0987, -0.1127, -1.2642], [0.1003, 0.0016, 1.7358], [0.4871, -1.6542, -0.2137], [-1.0745, 1.2137, 0.1011], [1.2191, -0.1231, -0.2593], [-0.4313, -0.1024, 0.0684], [-0.1030, -0.0334, 0.0933], [-0.6066, 0.3304, -0.5098], [-0.0348, -0.2713, 0.0989], [0.2911, -0.0294, -0.4972], [-0.1516, -0.0639, 0.4055], [-0.0554, 0.0468, -0.1966], [-0.1377, -0.3201, 0.2253], [-0.2567, 0.1534, -0.6284], [-0.9965, 0.2136, 1.1374], [-0.9667, 0.1048, 0.8881], [2.7442, -0.7859, -0.8940], [-0.3222, -1.7500, -0.0582], [0.0873, 1.5688, -2.3920], [-0.9072, 0.8838, 1.1214], [0.1165, -0.1955, -0.0157], [0.3695, 0.1527, -0.4053], [0.0213, 0.1485, 0.1649], [-0.0201, 0.3697, -0.3627], [0.1109, -0.1896, 0.3824], [-0.3425, -0.0707, 0.0857], [-0.4892, -0.5158, 1.1486], [0.5274, -0.1100, 0.1144], [-0.1400, -0.1026, -0.2192], [0.2097, 0.2771, -0.6941], [1.5709, 0.3586, -1.4621], [-0.0889, -1.8941, 0.8529], [-1.2124, 1.2476, -0.5247], [-0.4836, -0.1269, 0.4698], [0.4611, -0.6177, 0.4271], [0.4640, 0.7732, -0.4007], [-0.5554, -0.0664, -0.3307], [0.8563, -0.2666, 0.6055], [-0.6079, 0.9808, 0.5122], [0.4076, -0.2139, -0.2663], [-0.1411, 0.3105, 0.3488], [-0.3307, -0.0170, -0.2152], [0.4532, -0.0203, -0.0111], [-0.3058, -0.0420, 0.1897], [0.0178, -0.1314, -0.3894], [-0.5191, -0.2612, 0.2009], [2.2064, 1.8940, 1.4259], [1.3099, -0.7875, 0.5193], [-1.0944, -0.0041, 0.4039], [0.4866, -0.1008, -2.0091], [1.4570, 1.0304, 1.2762], [-0.6398, -0.7667, -1.2539], [-2.0040, -0.1122, -2.5995], [1.0798, -0.5529, 3.6992], [-0.2658, 0.1360, -0.3603], [-1.5377, -0.2900, -1.6635], [0.1522, 0.1467, 0.0245], [-0.3509, -0.0848, -0.0677], [-0.1260, -0.2414, 0.1396], [-0.6851, -0.2626, 0.4620], [-0.7139, 3.7679, -0.3507], [2.2570, 1.5390, 0.6273], [0.9945, 0.5981, -1.4995], [-2.9352, -0.6153, 0.7466], [-1.1470, -1.1291, 0.3047], [1.5963, 1.0204, -0.2630], [-0.3135, -2.2131, 0.4520], [1.6627, -0.1565, -0.0468], [-1.2580, -0.5214, 0.0306], [-0.9990, -2.5015, 0.1882], [-0.2084, 0.0723, -0.2426], [0.1627, -0.0018, 0.0389], [0.3251, 0.3523, 0.0334], [0.5784, -0.2105, -0.0129], [-0.3205, -3.2533, -0.0387], [0.1441, -1.8604, -1.6560], [1.8462, -0.5018, 1.7847], [-1.2890, 2.1485, -1.6391], [2.5796, -0.7768, 1.5843], [-0.1594, 2.8543, 0.8363], [-2.6686, -1.6889, -0.6466], [0.5230, 2.7250, -0.1136], [0.7790, -1.6595, 0.0365], [-1.2587, 0.2970, -0.5993], [-0.1192, 1.1415, -0.4303], [-0.1849, 0.1874, 0.6617], [-0.2323, 0.1189, -0.5558], [0.3617, 0.2698, 0.7737], [-2.1517, 2.1446, -1.3010], [-0.0401, 0.8956, 2.7660], [0.2166, -0.3462, -0.5529], [-0.3122, 0.0644, 0.2142], [0.7186, -0.0907, -0.7477], [3.7001, -2.9718, -1.1020], [-1.5201, 1.5453, -0.1444], [0.5677, -0.3554, 0.9115], [-1.4215, 0.1932, 1.2571], [-0.1920, -0.5233, -1.5487], [-0.0699, 0.2114, -0.0718], [0.0649, -0.4885, -0.5279], [0.2168, -0.1415, 0.2898], [0.2374, -0.1537, 0.5517], [0.9612, 0.5766, 1.2326], [-1.4862, 0.3476, -0.1080], [-2.1598, -4.0307, 3.0725], [1.8308, 2.1213, -2.2287], [1.6394, 1.2564, -1.3386], [-2.2490, -0.5779, 2.3840], [-1.3254, -1.3360, -1.6541], [1.6055, 1.6322, 0.1419], [0.8982, 0.1969, -0.7391], [0.4860, 0.1748, -0.7851], [-0.0031, -0.2559, 0.2038], [-0.3187, 0.1109, 0.4268], [-0.2282, -0.4882, -0.5119], [0.3482, 0.2660, -0.0942]], "lowdin_charge": [-0.1303, -0.1451, -0.2374, -0.2260, -0.1761, -0.0770, 0.0866, 0.0848, 0.0927, 0.1302, 0.1265, 0.1208, 0.1108, 0.0796, 0.0804, 0.0795, -0.1017, -0.2073, -0.2056, -0.1330, -0.2014, -0.1058, 0.0796, 0.0812, 0.0882, 0.1187, 0.1038, 0.1175, 0.1196, 0.0842, 0.0773, 0.0848, -0.0743, -0.2047, -0.1878, -0.2140, -0.1690, -0.1203, 0.0858, 0.0727, 0.0789, 0.1172, 0.1186, 0.1265, 0.1154, 0.0868, 0.0824, 0.0858, 0.0490, -0.1514, -0.2879, 0.0919, 0.0526, -0.2446, -0.2937, 0.0964, 0.1147, 0.0781, 0.1358, 0.1296, 0.1209, 0.1085, 0.0251, -0.1508, -0.2873, 0.0745, 0.0481, -0.1984, -0.3271, 0.1265, 0.1156, 0.0808, 0.1424, 0.1243, 0.1258, 0.1006, 0.0791, -0.2451, -0.2979, 0.1058, 0.0757, -0.2168, -0.3611, 0.1555, 0.0952, 0.0947, 0.1466, 0.1407, 0.1103, 0.1174, 0.0671, -0.2305, -0.3450, 0.1321, 0.0812, -0.1891, -0.3439, 0.1558, 0.0843, 0.0939, 0.1443, 0.1365, 0.1129, 0.1006, 0.0793, -0.2300, -0.3297, 0.1622, 0.0676, -0.2288, -0.2879, 0.0911, 0.0807, 0.1028, 0.1320, 0.1362, 0.1076, 0.1169]}